Entry 1:
Molecular formula: C24H32Ge2ReSe4Si
Method: DFT, wB97M-V/def2-TZVPD

Its largest force on an atom is 0.6 eV Å⁻¹. As for the molar mass: 995.873 u. The value obtained for the total energy is -409835.297 eV.

Geometry as ORCA input:
```
! RIJCOSX wB97M-V def2-TZVPD def2/J DEFGRID3
* xyz -1 1
Re -1.12 -0.04 -2.35
Se -1.46 2.92 -4.87
Se 0.09 1.47 -3.70
Se -3.40 2.85 -3.63
Se -3.36 0.75 -2.51
Ge -0.66 0.66 0.04
Ge 1.49 1.66 0.75
Si 1.08 -1.29 -2.27
C -1.81 2.27 0.29
C -2.88 -2.06 2.43
C -3.41 4.56 0.57
C 2.89 0.37 1.24
C 2.73 -3.05 -0.68
C -2.20 4.64 -0.10
C -3.04 2.22 0.95
C 3.04 -3.96 0.32
C -1.42 3.50 -0.23
C -0.54 -0.62 2.70
C 0.79 -3.86 1.09
C 0.49 -2.95 0.08
C -2.15 -2.15 3.61
C 1.45 -2.50 -0.82
C 2.67 -0.25 -2.46
C 2.06 -4.37 1.21
C -1.26 -0.52 1.51
C -0.98 -1.43 3.74
C -2.43 -1.25 1.40
C 1.15 -2.43 -3.80
C 1.15 2.74 2.36
C -3.83 3.34 1.10
C -1.64 -1.89 -2.28
C 2.22 2.92 -0.58
H 3.87 0.85 1.14
H 3.58 -0.84 -2.43
H 0.40 -3.22 -3.72
H -2.52 -2.27 -2.83
H -4.78 3.28 1.62
H 2.13 -2.90 -3.88
H -3.00 -1.22 0.47
H 2.10 3.94 -0.20
H 4.05 -4.35 0.39
H 3.28 2.73 -0.72
H -3.39 1.28 1.37
H 0.85 2.13 3.21
H 0.96 -1.88 -4.71
H 1.73 2.86 -1.55
H 2.78 0.06 2.28
H -1.07 -2.73 -1.89
H 0.01 -4.16 1.78
H -1.87 5.57 -0.53
H 2.06 3.27 2.63
H -0.48 3.59 -0.78
H 2.76 0.53 -1.71
H 2.30 -5.08 2.00
H -3.80 -2.62 2.31
H -0.52 -2.57 0.03
H 2.65 0.25 -3.43
H 2.88 -0.52 0.62
H 0.36 3.47 2.18
H 3.52 -2.75 -1.35
H -0.39 -1.50 4.65
H 0.39 -0.08 2.83
H -2.50 -2.79 4.41
H -4.04 5.44 0.68
*
```

=====

Entry 2:
Molecular formula: C6H5N2O2P
Method: DFT, wB97M-V/def2-TZVPD

Its largest force on an atom is 5.2 eV Å⁻¹. As for the molar mass: 168.092 u. The value obtained for the total energy is -22659.136 eV.

Geometry as ORCA input:
```
! RIJCOSX wB97M-V def2-TZVPD def2/J DEFGRID3
* xyz 0 1
P -1.30 0.73 0.17
O -2.18 1.87 0.43
O 0.07 -0.09 3.07
N 1.31 0.17 -0.65
N -0.32 0.64 2.15
C -0.76 -1.70 -0.65
C 0.55 0.87 0.07
C 0.81 1.24 1.46
C -0.13 -1.25 -1.85
C -1.54 -0.92 0.21
C 0.85 -0.30 -1.82
H -0.40 -1.77 -2.72
H 1.86 0.91 1.75
H -1.02 -2.73 -0.45
H 1.43 -0.09 -2.78
H 0.78 2.41 1.61
*
```

=====

Entry 3:
Molecular formula: C32H44BBrI2N4OPS
Method: DFT, wB97M-V/def2-TZVPD

Its largest force on an atom is 5.2 eV Å⁻¹. As for the molar mass: 908.296 u. The value obtained for the total energy is -148928.854 eV.

Geometry as ORCA input:
```
! RIJCOSX wB97M-V def2-TZVPD def2/J DEFGRID3
* xyz 1 1
I 6.25 -2.41 -0.65
I 7.11 0.81 -1.77
Br -0.41 2.28 -2.96
S 2.87 5.68 -0.16
P 2.07 4.81 1.40
O 3.08 3.59 4.55
N 1.81 3.06 1.25
N -4.18 -0.18 -1.04
N -7.39 -3.32 -4.58
N -1.99 -3.03 0.41
C -4.57 -1.38 -1.53
C -5.81 -1.63 -2.08
C -2.28 -2.59 1.66
C -6.73 -0.58 -2.13
C 0.34 0.81 -1.78
C 5.48 3.37 -0.39
C 0.65 1.29 -0.24
C -5.09 0.81 -1.10
C 4.31 2.29 1.71
C -2.90 -5.18 1.05
C 1.79 2.51 -0.16
C -6.37 0.66 -1.63
C 6.66 2.23 5.07
C -2.30 -4.32 0.14
C -7.97 -4.51 -4.31
C 5.04 -0.67 0.06
C -0.82 -0.40 -1.81
C 6.03 2.59 3.77
C 3.21 2.13 -0.83
C 4.53 2.08 0.12
C 1.34 1.56 4.58
C -7.27 -5.47 -6.37
C -6.74 -3.23 -5.77
C -2.87 -3.37 2.64
C 6.75 3.79 0.29
C 3.78 -1.02 1.03
C -3.19 -4.69 2.32
C 5.37 0.75 -0.36
C 2.70 2.19 2.16
C -7.94 -5.60 -5.16
C -6.66 -4.26 -6.69
C 5.32 1.49 2.72
B 2.43 2.53 3.75
H 3.95 -0.87 2.18
H -2.02 -1.55 1.85
H -1.85 0.13 -2.08
H 6.05 3.75 3.49
H 1.30 3.37 -0.84
H 2.76 3.50 5.51
H -3.65 -5.34 3.06
H -3.08 -2.97 3.62
H 7.80 3.47 -0.15
H -3.13 -6.20 0.77
H 1.08 1.98 5.64
H 3.55 -2.19 0.89
H -4.76 1.77 -0.70
H -6.13 -4.13 -7.63
H 6.74 4.39 1.31
H -0.36 1.82 0.14
H 0.83 2.89 1.63
H -8.42 -6.53 -4.88
H -7.72 -0.74 -2.55
H -6.07 -2.61 -2.46
H 6.02 1.74 5.91
H 2.27 1.09 2.01
H 1.91 0.52 4.73
H -2.06 -4.65 -0.87
H 7.81 2.49 5.25
H 0.36 1.36 3.93
H 6.23 0.94 2.24
H 0.75 5.43 1.56
H 2.85 5.23 2.54
H -7.06 1.50 -1.65
H -6.28 -2.26 -5.97
H 5.21 4.00 -1.37
H -7.22 -6.31 -7.07
H 0.85 0.42 0.50
H 3.39 2.86 -1.75
H -3.82 -2.17 -1.47
H -8.48 -4.56 -3.35
H 4.79 0.70 3.43
H -0.95 -0.93 -0.78
H 3.08 1.05 -1.34
H 4.55 3.45 1.93
H 2.84 -0.47 0.59
H -0.61 -1.17 -2.67
H 1.27 0.36 -2.35
*
```